# 1
Below is C7H5LiO3Yb as an isolated structure, with properties calculated with the ωB97M-V functional and the def2-TZVPD basis.

Each line ends with the Mulliken charge.
Geometry (Å):
O (3.03, 1.77, -1.18)  -0.5692
C (2.08, 1.20, -0.73)  0.6180
C (1.15, 0.41, -0.34)  -0.7321
C (-0.14, 0.60, 0.35)  0.2712
C (-0.14, 0.03, 1.76)  -0.0360
O (-1.00, 0.21, 2.62)  -0.6600
Yb (2.29, -1.95, -1.05)  -0.0705
H (-0.36, 1.68, 0.49)  0.2831
H (0.84, -0.36, 2.09)  0.4161
C (-0.91, -1.64, -2.01)  -0.2739
C (-1.65, -0.64, -1.51)  -0.2997
C (-1.51, 0.03, -0.21)  0.3969
O (-2.56, 0.35, 0.36)  -0.7682
Li (-2.80, 0.65, 2.20)  0.9005
H (-0.05, -2.03, -1.48)  -0.0713
H (-1.20, -2.10, -2.96)  0.2823
H (-2.48, -0.23, -2.10)  0.3128

Values from the calculation:
Spin multiplicity: 1
DFT total energy in Eh: -1661.5018



# 2
Below is C46H36I2N4O4Ru as an isolated structure, with properties calculated with the ωB97M-V functional and the def2-TZVPD basis.

Each line ends with the Mulliken charge.
Geometry (Å):
Ru (12.43, 12.84, 12.57)  0.1684
O (10.44, 12.91, 12.58)  0.2486
C (9.42, 13.59, 13.22)  2.0040
C (9.99, 14.21, 14.53)  -1.6441
C (10.87, 13.17, 15.29)  -0.8225
C (10.41, 12.68, 16.48)  -0.9522
C (11.22, 11.74, 17.16)  -0.9382
C (12.38, 11.27, 16.58)  -1.1676
C (12.78, 11.78, 15.35)  -0.5013
C (13.93, 11.13, 14.67)  -1.1398
C (13.46, 10.26, 13.48)  3.2908
O (12.58, 11.04, 12.63)  -0.1961
C (12.71, 9.09, 14.05)  -0.5364
C (13.38, 7.96, 14.51)  -0.4291
C (12.68, 6.97, 15.20)  -0.9565
C (11.36, 7.16, 15.51)  -0.5671
C (10.69, 8.28, 15.07)  -0.9706
C (11.36, 9.26, 14.37)  -0.0382
C (14.60, 9.85, 12.59)  -0.6056
C (15.91, 10.10, 12.97)  -0.1115
C (16.97, 9.91, 12.06)  -1.1542
C (16.70, 9.30, 10.84)  -0.4206
C (15.38, 8.90, 10.51)  -1.0293
C (14.34, 9.25, 11.35)  -0.1554
N (12.06, 12.77, 14.72)  1.3930
C (8.36, 12.63, 13.71)  0.1806
C (8.47, 11.30, 13.39)  -0.4125
C (7.51, 10.38, 13.87)  -0.9588
C (6.49, 10.83, 14.70)  -0.7218
C (6.38, 12.17, 15.04)  -0.9611
C (7.28, 13.08, 14.50)  -0.2176
C (8.81, 14.74, 12.39)  -0.2656
C (8.46, 14.49, 11.10)  -0.2694
C (7.98, 15.50, 10.28)  -0.9390
C (7.83, 16.79, 10.75)  -0.4434
C (8.04, 17.06, 12.09)  -1.0896
C (8.59, 16.04, 12.90)  0.2343
H (10.60, 15.09, 14.24)  0.4527
H (9.23, 14.56, 15.18)  1.3051
H (9.43, 12.92, 16.84)  0.5486
H (10.79, 11.35, 18.07)  0.4491
H (12.89, 10.35, 16.98)  0.4284
H (14.64, 11.91, 14.26)  0.3335
H (14.44, 10.40, 15.30)  0.9892
H (14.43, 7.83, 14.23)  0.4552
H (13.16, 6.06, 15.49)  0.4781
H (10.82, 6.33, 16.00)  0.3736
H (9.63, 8.42, 15.26)  0.4976
H (10.80, 10.13, 14.12)  0.0970
H (16.07, 10.51, 13.95)  0.4168
H (17.99, 10.18, 12.27)  0.4810
H (17.49, 9.12, 10.08)  0.3839
H (15.21, 8.41, 9.54)  0.4036
H (13.30, 9.05, 11.07)  0.4674
H (9.27, 11.01, 12.74)  0.6328
H (7.59, 9.34, 13.61)  0.5631
H (5.85, 10.10, 15.15)  0.4193
H (5.56, 12.57, 15.63)  0.4513
H (7.20, 14.16, 14.68)  0.4001
H (8.54, 13.49, 10.75)  0.5796
H (7.69, 15.30, 9.27)  0.4990
H (7.57, 17.59, 10.07)  0.4520
H (7.91, 18.06, 12.49)  0.4388
H (8.77, 16.24, 13.94)  0.4602
I (15.01, 13.44, 12.02)  -0.1973
C (16.99, 15.12, 15.52)  -0.7413
I (15.08, 14.85, 16.27)  0.1561
H (17.10, 14.86, 14.46)  0.3210
H (17.73, 15.35, 16.26)  0.3479
O (9.83, 15.60, 6.60)  -0.5675
N (10.64, 16.38, 7.10)  1.0000
O (10.98, 17.45, 6.69)  -0.5914
C (11.19, 16.01, 8.40)  0.5790
C (11.34, 16.97, 9.32)  -0.9450
C (11.74, 16.66, 10.66)  1.3748
C (11.91, 17.62, 11.69)  -0.8941
C (12.31, 17.21, 12.95)  -1.0133
C (12.55, 15.88, 13.19)  -0.7574
N (12.32, 14.97, 12.26)  1.0399
C (11.96, 15.33, 11.00)  -0.7692
C (11.80, 14.28, 9.97)  0.0296
N (11.95, 13.01, 10.37)  0.7396
C (11.87, 12.05, 9.51)  -0.1872
C (11.75, 12.29, 8.15)  -1.1129
C (11.54, 13.58, 7.65)  -0.8764
C (11.46, 14.62, 8.65)  0.2944
H (11.13, 17.99, 9.03)  0.5817
H (11.71, 18.67, 11.54)  0.4766
H (12.44, 17.95, 13.75)  0.4716
H (12.81, 15.47, 14.11)  0.5562
H (11.89, 11.00, 9.82)  0.3742
H (11.63, 11.45, 7.46)  0.4050
H (11.30, 13.73, 6.60)  0.5438

Values from the calculation:
Spin multiplicity: 6
DFT total energy in Eh: -2984.4023
Total charge: +1
Expectation value of S²: 8.7777
ΔE to the lowest compared entry with this formula, charge and spin in kcal per mole: 9.96



# 3
Below is a 2-piece molecular cluster, C2H8S2 overall, with properties calculated with the ωB97M-V functional and the def2-TZVPD basis.

Each line ends with the Mulliken charge.
Geometry (Å):
C (3.09, -5.49, -1.55)  -0.9011
H (3.07, -6.56, -1.39)  0.2391
H (3.60, -5.23, -2.49)  0.2131
H (3.46, -5.02, -0.66)  0.2254
H (2.00, -5.31, -1.70)  0.2235
C (-3.07, 3.56, 0.93)  -0.6641
S (-1.81, 3.85, 2.19)  -0.0689
S (-0.63, 5.34, 1.34)  -0.2102
H (-2.79, 2.75, 0.15)  0.2478
H (-3.31, 4.54, 0.48)  0.2870
H (-3.91, 3.20, 1.55)  0.2359
H (0.29, 4.37, 1.14)  0.1725

Values from the calculation:
Spin multiplicity: 1
DFT total energy in Eh: -877.3446
Structure (SMILES): CSS.C
ΔE to the lowest compared entry with this formula, charge and spin in kcal per mole: 8.87



# 4
Below is C34H39N10O4PSn as an isolated structure, with properties calculated with the ωB97M-V functional and the def2-TZVPD basis.

Each line ends with the Mulliken charge.
Geometry (Å):
Sn (1.14, 0.28, -0.09)  1.1298
O (1.79, 2.05, 6.88)  -0.7191
C (1.41, 1.04, 6.27)  0.1826
O (0.72, 0.06, 6.62)  -0.6914
C (1.81, 0.95, 4.79)  0.5483
C (2.32, -0.23, 4.27)  -0.6753
C (2.46, -0.37, 2.90)  -0.4972
N (2.12, 0.61, 2.05)  0.1222
C (1.69, 1.78, 2.55)  0.6303
C (1.56, 2.00, 3.91)  -0.8879
C (1.28, 2.83, 1.53)  0.5108
O (1.10, 3.98, 1.85)  -0.6900
O (1.12, 2.37, 0.31)  -0.6538
H (2.51, -1.07, 4.93)  0.4067
H (2.78, -1.30, 2.46)  0.3767
H (1.21, 2.96, 4.27)  0.5799
N (-0.39, -3.77, 0.60)  -0.1318
P (-1.20, -2.38, -0.03)  0.5748
C (-2.85, -3.15, -0.21)  -0.0453
C (-3.43, -3.17, -1.48)  -0.3749
C (-4.68, -3.74, -1.68)  -0.5845
C (-5.36, -4.29, -0.61)  -0.4396
C (-4.80, -4.27, 0.66)  -0.6874
C (-3.56, -3.69, 0.86)  -0.2193
C (-1.46, -1.37, 1.48)  0.0352
C (-2.24, -0.22, 1.35)  -0.7092
C (-2.36, 0.66, 2.41)  -0.3841
C (-1.69, 0.42, 3.61)  -0.7798
C (-0.91, -0.72, 3.74)  -0.7959
C (-0.79, -1.61, 2.67)  0.0647
C (0.97, -3.96, 0.49)  0.3855
C (1.52, -5.26, 0.58)  -1.0037
C (2.88, -5.40, 0.49)  -0.3686
C (3.68, -4.27, 0.30)  -1.0170
C (3.05, -3.05, 0.23)  -0.1956
N (1.73, -2.88, 0.33)  0.4492
H (-0.93, -4.61, 0.75)  0.2100
H (-2.89, -2.73, -2.31)  0.3654
H (-5.12, -3.74, -2.67)  0.4044
H (-6.34, -4.73, -0.76)  0.3743
H (-5.34, -4.69, 1.50)  0.4042
H (-3.14, -3.65, 1.86)  0.3558
H (-2.75, -0.01, 0.42)  0.5092
H (-2.97, 1.55, 2.31)  0.4593
H (-1.76, 1.11, 4.44)  0.4585
H (-0.39, -0.89, 4.68)  0.7020
H (-0.17, -2.49, 2.77)  0.4425
H (0.87, -6.11, 0.72)  0.4123
H (3.33, -6.39, 0.57)  0.3947
H (4.76, -4.34, 0.23)  0.4479
H (3.63, -2.14, 0.09)  0.3211
C (1.08, 0.29, -5.28)  -1.1123
N (2.43, 0.42, -4.75)  -0.0029
C (3.45, -0.09, -5.65)  -1.0046
C (2.54, 0.27, -3.38)  0.3034
N (1.62, -0.06, -2.57)  -0.2793
N (3.82, 0.55, -2.89)  -0.0738
C (4.17, 0.79, -1.57)  0.3620
N (5.46, 1.20, -1.44)  -0.4408
N (3.37, 0.67, -0.57)  -0.1443
H (1.09, 0.65, -6.31)  0.2842
H (0.39, 0.90, -4.71)  0.4088
H (0.73, -0.75, -5.28)  0.3857
H (3.37, 0.42, -6.60)  0.3746
H (3.34, -1.17, -5.81)  0.3218
H (4.46, 0.09, -5.28)  0.2915
H (0.72, -0.26, -3.01)  0.0662
H (4.45, 0.96, -3.55)  0.2739
H (6.12, 1.12, -2.19)  0.1663
H (5.83, 1.35, -0.52)  0.2186
H (3.81, 0.94, 0.30)  -0.0703
N (-1.27, 1.19, -1.94)  -0.5528
C (-1.84, 1.99, -1.31)  0.4151
N (-2.50, 2.87, -0.60)  0.2397
C (-1.81, 3.76, 0.34)  0.1467
C (-2.00, 5.23, -0.05)  -0.7612
C (-2.50, 5.35, -1.48)  -0.7948
C (-3.86, 4.67, -1.63)  -0.6048
C (-3.85, 3.27, -0.99)  -0.7536
H (-0.76, 3.49, 0.34)  -0.3966
H (-2.20, 3.56, 1.34)  0.1641
H (-1.05, 5.75, 0.07)  0.3854
H (-2.71, 5.72, 0.63)  0.3766
H (-1.78, 4.89, -2.16)  0.2662
H (-2.58, 6.40, -1.78)  0.4445
H (-4.14, 4.61, -2.69)  0.2866
H (-4.63, 5.28, -1.15)  0.3503
H (-4.24, 2.51, -1.67)  0.4623
H (-4.47, 3.25, -0.09)  0.2910

Values from the calculation:
Spin multiplicity: 1
DFT total energy in Eh: -2723.2896
ΔE to the lowest compared entry with this formula, charge and spin in kcal per mole: 0.00



no.,M (Da)
1,317.09
2,1063.70
3,96.22
4,801.44